A cluster of 7 separate species, C43H88BO13 in total, computed with wB97M-V/def2-TZVPD.

Summary:
HOMO energy	-4.267	eV
orbital gap	5.841	eV
LUMO level	1.57	eV
strongest force on any atom	5.43	eV/A
energy above the lowest of the compared OMol25 structures with the same formula, charge and spin	66.25	kcal per mole

ORCA input file:
```
! RIJCOSX wB97M-V def2-TZVPD def2/J DEFGRID3
* xyz -1 1
C 3.81 -1.41 5.56
C 5.01 -0.51 4.97
C 5.41 -0.86 3.49
C 4.42 -0.40 2.33
C 3.16 0.47 2.73
C 1.96 0.03 1.73
C 1.03 1.27 1.34
C -0.19 1.51 2.37
C 0.07 2.92 3.08
C -1.23 3.62 3.66
C -2.19 2.66 4.50
C -3.74 3.10 4.36
C -4.62 1.77 4.11
C -4.89 0.94 5.43
C -5.77 -0.37 5.21
B -5.19 -1.37 4.03
C -5.37 -2.97 4.37
C -5.86 -1.06 2.56
C -4.56 -1.23 1.48
C -4.94 -0.91 -0.11
O -4.09 0.03 0.82
H 4.14 -2.45 5.85
H 2.95 -1.51 4.81
H 3.42 -0.85 6.48
H 5.91 -0.77 5.63
H 4.82 0.61 5.16
H 6.43 -0.39 3.29
H 5.59 -1.99 3.38
H 5.04 0.22 1.59
H 4.06 -1.31 1.77
H 2.75 0.33 3.76
H 3.32 1.58 2.52
H 2.39 -0.37 0.75
H 1.36 -0.84 2.18
H 1.67 2.20 1.23
H 0.56 1.09 0.32
H -0.29 0.66 3.10
H -1.15 1.59 1.76
H 0.89 2.75 3.86
H 0.52 3.65 2.33
H -1.79 4.21 2.86
H -0.87 4.42 4.40
H -1.94 2.77 5.60
H -2.14 1.57 4.21
H -4.09 3.64 5.30
H -3.93 3.75 3.45
H -4.07 1.19 3.30
H -5.62 2.08 3.67
H -5.49 1.63 6.12
H -3.94 0.68 6.01
H -6.83 -0.04 4.95
H -5.80 -0.93 6.21
H -4.00 -1.15 3.94
H -6.48 -3.21 4.55
H -5.08 -3.59 3.45
H -4.75 -3.30 5.26
H -6.22 0.00 2.42
H -6.59 -1.84 2.19
H -3.79 -2.09 1.69
H -4.35 -1.73 -0.60
H -6.04 -0.89 0.10
O -3.87 5.21 2.00
C -4.13 5.18 0.82
O -5.16 5.90 0.34
C -5.44 6.06 -1.05
C -6.26 4.90 -1.58
C -3.38 4.26 -0.10
H -4.52 6.22 -1.63
H -6.02 6.98 -1.14
H -5.73 3.95 -1.49
H -6.52 5.06 -2.63
H -7.19 4.79 -1.01
H -3.80 3.25 -0.02
H -2.34 4.24 0.21
H -3.39 4.57 -1.14
O -4.16 -4.12 -1.23
C -4.42 -4.09 -2.41
O -5.43 -3.33 -2.86
C -5.71 -3.08 -4.24
C -6.53 -4.21 -4.84
C -3.67 -4.95 -3.38
H -4.79 -2.89 -4.80
H -6.29 -2.16 -4.28
H -6.00 -5.16 -4.81
H -6.78 -3.99 -5.88
H -7.46 -4.35 -4.28
H -4.09 -5.96 -3.37
H -2.62 -5.00 -3.07
H -3.67 -4.58 -4.40
O -4.42 -8.50 -4.93
C -5.53 -8.90 -4.64
O -6.58 -8.08 -4.69
C -7.95 -8.50 -4.54
C -8.33 -8.60 -3.08
C -5.71 -10.31 -4.14
H -8.13 -9.43 -5.09
H -8.56 -7.74 -5.02
H -7.73 -9.34 -2.55
H -9.38 -8.86 -2.97
H -8.16 -7.64 -2.57
H -5.47 -10.34 -3.08
H -5.03 -10.97 -4.69
H -6.71 -10.70 -4.30
O 8.66 5.02 -1.56
C 8.35 4.26 -0.67
O 7.09 3.83 -0.56
C 6.66 2.80 0.35
C 6.38 3.38 1.72
C 9.35 3.87 0.39
H 7.38 1.98 0.38
H 5.74 2.39 -0.06
H 7.27 3.82 2.17
H 6.00 2.60 2.39
H 5.63 4.17 1.66
H 9.41 4.67 1.14
H 10.33 3.76 -0.09
H 9.13 2.93 0.88
O 6.18 -3.40 1.44
C 5.92 -3.42 0.26
O 4.92 -2.67 -0.23
C 4.65 -2.49 -1.62
C 3.80 -3.63 -2.16
C 6.66 -4.35 -0.66
H 5.57 -2.35 -2.19
H 4.09 -1.56 -1.71
H 4.31 -4.59 -2.08
H 3.55 -3.46 -3.21
H 2.87 -3.72 -1.59
H 6.22 -5.35 -0.59
H 7.70 -4.40 -0.35
H 6.67 -4.03 -1.70
O 10.16 7.25 -8.14
C 9.63 7.25 -7.06
O 9.91 6.29 -6.17
C 9.48 6.30 -4.80
C 8.08 5.74 -4.67
C 8.59 8.29 -6.71
H 9.58 7.29 -4.37
H 10.17 5.65 -4.26
H 7.35 6.35 -5.21
H 7.78 5.70 -3.62
H 8.01 4.74 -5.09
H 7.63 7.97 -7.13
H 8.89 9.24 -7.16
H 8.49 8.47 -5.65
*
```